--- P ---
Below is a structure of composition C8H13N3O, with properties calculated with ωB97M-V with the def2-TZVPD basis set.

Output
- Kohn-Sham gap: 0.3162 Ha
- HOMO: -8.2 eV

XYZ file:
```
25
C8H13N3O (ωB97M-V with the def2-TZVPD basis set)
C -3.4130 -1.5868 0.6200
C -2.0649 -0.8086 0.0464
C -2.2372 0.5638 -0.0722
C -1.2920 1.3192 -0.2888
C -1.2677 2.8163 0.1766
C 0.1119 -0.6461 -0.2803
C 2.4238 -0.6032 -1.0067
C 2.7903 0.5642 0.1805
H -4.2324 -0.6675 1.1314
H -3.8580 -1.4715 -0.3318
H -3.4093 -2.7285 0.8562
H -3.1309 0.9988 0.1756
H -2.3610 3.2428 -0.0479
H -0.8701 2.8809 1.2826
H -0.5421 3.5591 -0.5112
H 1.3877 -2.3610 -0.3365
H 2.2639 0.0532 -1.9686
H 3.4085 -1.2388 -1.1261
H 1.9538 1.3116 0.2281
H 3.6795 1.0133 -0.0878
H 3.1357 -0.0788 2.3547
N -0.0309 0.6967 -0.7444
N 1.3092 -1.2393 -0.4569
N -0.8630 -1.4178 0.0779
O 3.6699 -0.0629 1.2489
```

Atom charges from the Löwdin analysis, given in e for atoms 1 to 2: -0.03 -0.21

--- Q ---
Below is a structure of composition C8H13N3O, with properties calculated with ωB97M-V with the def2-TZVPD basis set.

Output
- Kohn-Sham gap (alpha / beta): 0.3631 / 0.3631 Ha
- HOMO (alpha / beta): -9.2 / -9.2 eV

XYZ file:
```
25
C8H13N3O (ωB97M-V with the def2-TZVPD basis set)
C 2.5898 -1.6630 -0.3407
C 2.1638 -0.5411 0.2010
C -1.9255 0.4703 -0.1694
C -1.5509 -0.5017 0.9402
C -0.9505 1.6228 -0.4573
C -0.2265 -1.0364 0.4034
C 0.4697 1.1586 -0.6425
C 0.8386 0.0873 0.4683
N 4.2177 1.0392 0.3127
N 3.9870 -1.3156 -0.3527
N 3.5104 -0.0008 0.0012
O 3.5263 1.9974 0.6428
H 2.2187 -2.6448 -0.4160
H -2.2172 -0.1293 -1.1098
H -2.8330 0.8646 0.1713
H -1.3887 0.0219 1.9544
H -2.3234 -1.3469 1.1207
H -1.3349 2.1432 -1.3950
H -0.9363 2.2756 0.4564
H 0.0827 -1.8818 1.1146
H -0.2324 -1.4053 -0.6047
H 0.7806 0.7029 -1.6819
H 1.1495 2.0397 -0.4672
H 0.7562 0.1857 1.5581
H 4.5973 -1.3614 -1.0947
```

Atom charges from the Löwdin analysis, given in e for atoms 1 to 2: -0.04 -0.15

Stability summary: most stable Q, least stable P.

--- P ---
Below is the molecule C2H3ClF2S, with properties calculated with ωB97M-V with the def2-TZVPD basis set.

Output
- Kohn-Sham gap: 0.3677 Ha
- HOMO: -10.0 eV

XYZ file:
```
9
C2H3ClF2S (ωB97M-V with the def2-TZVPD basis set)
C -0.2911 -0.4431 -0.5881
C 0.8777 0.2984 0.1804
F 1.2944 1.5116 -0.2796
F 0.5274 0.3809 1.4333
S -1.8359 0.7297 -0.2538
Cl 2.5203 -0.9540 0.2659
H -0.2257 -0.5501 -1.6233
H -0.5736 -1.3492 -0.0926
H -2.2936 0.3758 0.9577
```

Atom charges from the Löwdin analysis, given in e for atoms 1 to 2: -0.34 -0.78

--- Q ---
Below is the molecule C2H3ClF2S, with properties calculated with ωB97M-V with the def2-TZVPD basis set.

Output
- Kohn-Sham gap: 0.3729 Ha
- HOMO: -9.5 eV

XYZ file:
```
9
C2H3ClF2S (ωB97M-V with the def2-TZVPD basis set)
C 0.5089 -0.4094 -0.2338
C -0.8499 -0.0522 0.2701
H 1.6302 1.7070 0.0313
H 0.7161 -1.4817 0.0794
H 0.1581 -0.3343 -1.4681
F -1.5379 -0.8770 -0.6160
F -1.1413 -0.5434 1.5158
S 1.8222 0.4149 0.2943
Cl -1.3063 1.5760 0.1270
```

Atom charges from the Löwdin analysis, given in e for atoms 1 to 2: -0.71 -1.04

Stability summary: most stable P, least stable Q.

--- P ---
Below is a cluster of 2 separate species, CH2NOP in total, with properties calculated with ωB97M-V with the def2-TZVPD basis set.

Output
- Kohn-Sham gap (alpha / beta): 0.2643 / 0.2960 Ha
- HOMO (alpha / beta): -10.4 / -10.7 eV

XYZ file:
```
6
CH2NOP (ωB97M-V with the def2-TZVPD basis set)
C 1.9010 0.0185 0.2896
N 2.9195 -0.3593 -0.0853
O 0.0073 0.6642 0.4605
P -0.9594 -0.3957 -0.1137
H -2.0705 -0.2033 0.6666
H -1.7979 0.2757 -1.2177
```

Atom charges from the Löwdin analysis, given in e for atoms 1 to 2: -0.12 0.05

--- Q ---
Below is the molecule CH2NOP, with properties calculated with ωB97M-V with the def2-TZVPD basis set.

Output
- Kohn-Sham gap: 0.3752 Ha
- HOMO: -9.8 eV

XYZ file:
```
6
CH2NOP (ωB97M-V with the def2-TZVPD basis set)
C 1.4631 -0.0130 -0.2494
N 0.2957 0.1535 -0.4679
O 2.5979 0.2526 -0.0159
P -1.1815 -0.6592 -0.1305
H -1.2605 -0.1920 1.4125
H -1.9147 0.4581 -0.5488
```

Atom charges from the Löwdin analysis, given in e for atoms 1 to 2: -0.42 -0.24

Stability summary: most stable Q, least stable P.

--- P ---
Below is a structure of composition C20H24F6N2O3P2S4V, with properties calculated with ωB97M-V with the def2-TZVPD basis set.

Output
- Multiplicity: 4
- Kohn-Sham gap (alpha / beta): 0.2319 / 0.2512 Ha
- HOMO (alpha / beta): -1.8 / -2.3 eV
- Total charge: -2

XYZ file:
```
62
C20H24F6N2O3P2S4V (ωB97M-V with the def2-TZVPD basis set)
V 0.8524 -0.9559 -1.0453
C 3.8781 -0.1895 2.1251
C 3.1383 -0.0700 0.8186
N 2.1701 -0.8725 0.5524
N 1.7293 -1.7677 1.5384
C 2.1505 -2.9858 1.3909
S 3.2284 -3.6444 0.2596
S 1.5379 -4.1690 2.5869
C 0.3220 -3.2243 3.5719
C -1.0795 -3.2847 3.0306
C -1.9653 -4.2692 3.4624
C -3.2486 -4.3500 2.9414
C -3.6628 -3.4455 1.9733
C -2.7891 -2.4591 1.5386
C -1.5109 -2.3741 2.0690
C 3.5502 0.9588 -0.1462
C 4.5043 1.9077 0.2522
C 4.9915 2.8909 -0.5836
C 4.5221 2.9348 -1.9002
C 3.5884 2.0297 -2.3332
C 3.0403 1.0244 -1.4843
O 2.1394 0.2584 -1.9840
H 3.6324 -1.1296 2.6069
H 3.6001 0.6321 2.7915
H 4.9530 -0.1454 1.9582
H 0.6776 -2.1963 3.6220
H 0.3545 -3.6554 4.5745
H -1.6371 -4.9870 4.2077
H -3.9233 -5.1266 3.2841
H -4.6571 -3.5181 1.5491
H -3.0890 -1.7633 0.7657
H -0.8241 -1.6127 1.7230
H 4.8740 1.8762 1.2691
H 5.7207 3.6070 -0.2250
H 4.8904 3.6933 -2.5841
H 3.1906 2.0572 -3.3403
C -1.9964 5.5528 -1.8221
C -0.7981 4.7046 -2.2047
O -0.6459 3.6152 -1.2998
P -1.0943 2.1130 -1.7575
S -0.4930 1.0205 -0.1909
S -0.5972 1.6693 -3.5718
O -2.7225 2.2535 -1.7118
C -3.3961 2.3760 -0.4580
C -4.1444 1.0992 -0.1378
H -2.0550 6.4384 -2.4606
H -1.9179 5.8791 -0.7832
H -2.9180 4.9819 -1.9379
H 0.1241 5.2878 -2.1472
H -0.8903 4.3288 -3.2264
H -4.0910 3.2161 -0.5584
H -2.6852 2.6203 0.3348
H -4.8306 0.8530 -0.9499
H -4.7166 1.2106 0.7873
H -3.4353 0.2820 -0.0195
F 0.6798 -2.5210 -2.8393
P -0.8236 -3.0612 -2.4177
F -0.3307 -4.5687 -2.5462
F -1.2872 -3.0134 -3.9422
F -0.2851 -3.0075 -0.8404
F -2.2706 -3.5177 -1.9184
F -1.2290 -1.4870 -2.2174
```

Atom charges from the Löwdin analysis, given in e for atoms 1 to 2: 0.66 -0.03

--- Q ---
Below is a structure of composition C20H24F6N2O3P2S4V, with properties calculated with ωB97M-V with the def2-TZVPD basis set.

Output
- Multiplicity: 4
- Kohn-Sham gap (alpha / beta): 0.2001 / 0.2382 Ha
- HOMO (alpha / beta): -1.3 / -2.4 eV
- Total charge: -2

XYZ file:
```
62
C20H24F6N2O3P2S4V (ωB97M-V with the def2-TZVPD basis set)
V -0.6858 0.3875 0.6762
C 3.5605 -0.6761 -0.1243
C 2.0607 -0.7628 0.0102
N 1.3414 0.3076 0.0984
N 2.0288 1.5123 -0.0543
C 1.2542 2.5068 -0.3358
S -0.4464 2.5209 -0.5853
S 2.0058 4.1090 -0.5014
C 3.7615 3.7487 -0.1952
C 4.5750 3.5996 -1.4502
C 5.6581 4.4331 -1.7058
C 6.4126 4.2941 -2.8656
C 6.0915 3.3109 -3.7875
C 5.0072 2.4739 -3.5429
C 4.2544 2.6187 -2.3900
C 1.4316 -2.0847 0.0271
C 2.2187 -3.2194 0.2789
C 1.7341 -4.5055 0.1796
C 0.4048 -4.6879 -0.2312
C -0.3996 -3.6065 -0.4803
C 0.0490 -2.2638 -0.3055
O -0.7936 -1.3109 -0.4617
H 3.8472 0.2573 -0.5957
H 3.9541 -1.5163 -0.6929
H 4.0060 -0.6893 0.8750
H 3.7553 2.8252 0.3863
H 4.1533 4.5566 0.4232
H 5.9119 5.2042 -0.9860
H 7.2501 4.9577 -3.0476
H 6.6760 3.1984 -4.6927
H 4.7427 1.7058 -4.2593
H 3.3986 1.9800 -2.2035
H 3.2501 -3.0781 0.5799
H 2.3701 -5.3525 0.4056
H 0.0030 -5.6895 -0.3473
H -1.4307 -3.7234 -0.7935
C -7.8137 0.6623 0.2125
C -6.3204 0.8536 0.0469
O -5.7208 -0.4328 -0.0109
P -4.1173 -0.5253 -0.3676
S -3.2203 0.2922 1.2362
S -3.7712 0.1350 -2.1650
O -4.0004 -2.1308 -0.3555
C -4.0265 -2.8828 0.8558
C -5.3348 -3.6441 0.9597
H -8.3166 1.6308 0.2682
H -8.0262 0.1056 1.1270
H -8.2183 0.1050 -0.6339
H -5.8962 1.4139 0.8852
H -6.0937 1.3963 -0.8757
H -3.8827 -2.2217 1.7118
H -3.1760 -3.5671 0.8207
H -6.1708 -2.9459 1.0073
H -5.3366 -4.2668 1.8582
H -5.4713 -4.2871 0.0879
F -0.2457 1.5390 2.6133
P 0.2260 0.4251 3.7494
F 0.7001 1.6095 4.7260
F -1.2485 0.4679 4.3752
F 0.6653 -0.7069 4.8033
F 1.6811 0.3816 3.0702
F -0.2768 -0.7484 2.6894
```

Atom charges from the Löwdin analysis, given in e for atoms 1 to 2: 0.43 -0.03

Stability summary: most stable Q, least stable P.

--- P ---
Below is the molecule C5H8OS, with properties calculated with ωB97M-V with the def2-TZVPD basis set.

Output
- Kohn-Sham gap (alpha / beta): 0.2683 / 0.2683 Ha
- HOMO (alpha / beta): -7.7 / -7.7 eV

XYZ file:
```
15
C5H8OS (ωB97M-V with the def2-TZVPD basis set)
C 0.5672 1.4514 -0.2954
C 1.0935 0.2190 -0.0588
C -1.5974 -0.0242 -0.4794
C 2.6390 0.0641 0.2065
C -2.3622 -0.9908 0.2579
O 0.4531 -0.8383 -0.0113
S -1.1661 1.5105 0.1122
H 1.0043 2.4080 -0.1000
H -1.1510 -0.0475 -1.4751
H 2.4924 -0.0114 1.3391
H 3.1396 1.0051 -0.2068
H 2.8210 -0.8983 -0.3457
H -2.6680 -0.7938 1.2727
H -1.8985 -1.9697 0.1930
H -3.3669 -1.0841 -0.4089
```

Atom charges from the Löwdin analysis, given in e for atoms 1 to 2: -0.37 -0.66

--- Q ---
Below is the molecule C5H8OS, with properties calculated with ωB97M-V with the def2-TZVPD basis set.

Output
- Kohn-Sham gap: 0.3527 Ha
- HOMO: -8.7 eV

XYZ file:
```
15
C5H8OS (ωB97M-V with the def2-TZVPD basis set)
C -1.1724 0.7529 0.1160
C 0.1815 0.8759 -0.6318
C 0.7629 -0.4694 -1.0815
C 0.6104 -0.7099 1.1486
C 0.1375 0.7083 0.8562
H -1.8599 -1.0769 -1.1189
H -1.6436 1.7150 0.0504
H 0.5397 1.7781 -1.1197
H 0.2415 -0.7590 -1.9637
H 1.8364 -0.3526 -1.3014
H 1.6352 -0.5960 1.5318
H -0.0146 -1.2972 1.9367
H 0.4499 1.4663 1.6079
O 0.5728 -1.4329 -0.0535
S -2.2772 -0.6026 0.0229
```

Atom charges from the Löwdin analysis, given in e for atoms 1 to 2: -0.57 -0.17

Stability summary: most stable Q, least stable P.

--- P ---
Below is a cluster of 4 separate species, C3H13NO3 in total, with properties calculated with ωB97M-V with the def2-TZVPD basis set.

Output
- Multiplicity: 2
- Kohn-Sham gap (alpha / beta): 0.3508 / 0.2337 Ha
- HOMO (alpha / beta): -13.8 / -13.8 eV
- Total charge: +1

XYZ file:
```
20
C3H13NO3 (ωB97M-V with the def2-TZVPD basis set)
C 0.2982 1.3938 1.4600
C -0.1433 1.0857 0.1907
N -1.3019 0.4975 -0.0643
C -1.8922 0.5954 -1.3969
H -0.1725 1.0994 2.3816
H 1.0286 2.2027 1.4608
H 0.4671 1.1408 -0.6988
H -1.8290 -0.0745 0.5873
H -1.9853 -0.3754 -1.8802
H -2.8749 1.0190 -1.2522
H -1.2879 1.2387 -2.0292
H 3.8408 3.7362 0.7861
H 2.6469 3.1584 0.0613
O 2.9609 3.9495 0.5060
H -0.9610 -2.2701 -0.3291
H -1.1219 -2.8068 -1.7754
O -0.4767 -2.5222 -1.1193
H 0.3898 -3.9861 0.6015
H 1.3176 -4.4734 1.7183
O 1.0967 -4.6083 0.7918
```

Atom charges from the Löwdin analysis, given in e for atoms 1 to 2: 0.21 -0.10

--- Q ---
Below is a cluster of 3 separate species, C3H13NO3 in total, with properties calculated with ωB97M-V with the def2-TZVPD basis set.

Output
- Multiplicity: 2
- Kohn-Sham gap (alpha / beta): 0.3843 / 0.2067 Ha
- HOMO (alpha / beta): -14.4 / -14.4 eV
- Total charge: +1

XYZ file:
```
20
C3H13NO3 (ωB97M-V with the def2-TZVPD basis set)
C -0.4936 0.1904 0.1381
C 1.0545 0.6150 -0.2046
C 1.5770 1.4140 1.0152
O 0.6565 2.4635 1.3541
N -0.8314 -0.9749 -0.7222
H -1.0495 1.0319 -0.0871
H -0.7520 -0.1594 1.1510
H 1.1132 1.3166 -1.0513
H 1.5552 -0.2826 -0.3055
H 2.4891 1.8684 0.7346
H 1.7350 0.8349 1.9995
H 1.2142 3.0483 1.8209
H -0.5050 -1.9504 -0.7143
H -0.8254 -0.6639 -1.7108
H 0.7417 -2.2126 3.6318
H -0.7836 -2.3116 3.7290
O 0.0650 -2.6734 4.1380
H -1.7039 -0.0216 -4.8586
H -2.5827 -1.2558 -4.9822
O -2.6742 -0.2768 -5.0756
```

Atom charges from the Löwdin analysis, given in e for atoms 1 to 2: -0.09 -0.06

Stability summary: most stable P, least stable Q.

--- P ---
Below is the ion C4H7N2S with charge +1, with properties calculated with ωB97M-V with the def2-TZVPD basis set.

Output
- Kohn-Sham gap: 0.3608 Ha
- HOMO: -14.6 eV
- Total charge: +1

XYZ file:
```
14
C4H7N2S (ωB97M-V with the def2-TZVPD basis set)
C 0.5314 -0.1263 0.1522
C 2.9825 0.2338 -0.1293
C -1.6451 -0.5533 -0.2518
C -1.7235 0.8388 0.1886
N 2.0821 -0.4161 0.4205
N -0.3601 -1.0952 0.1756
S 0.0094 1.4891 0.2249
H 4.0546 0.0109 0.1158
H 2.7511 1.0014 -0.8809
H -2.3497 -1.2732 0.1677
H -1.6927 -0.4639 -1.3236
H -2.2587 1.5585 -0.3678
H -2.1172 0.9063 1.1924
H -0.2641 -2.1107 0.3158
```

Atom charges from the Löwdin analysis, given in e for atoms 1 to 2: -0.49 -0.04

--- Q ---
Below is a cluster of 2 separate species, C4H7N2S in total, with properties calculated with ωB97M-V with the def2-TZVPD basis set.

Output
- Kohn-Sham gap (alpha / beta): 0.2861 / 0.2861 Ha
- HOMO (alpha / beta): -13.4 / -13.4 eV
- Total charge: +1

XYZ file:
```
14
C4H7N2S (ωB97M-V with the def2-TZVPD basis set)
C 0.3237 1.7660 -1.7325
C -0.0117 -1.4021 -0.2805
C -0.1641 2.2022 -0.6220
C -0.3349 -1.6515 1.0070
N 0.7099 1.0045 -2.5905
N -0.0107 -0.8819 2.1810
S -0.1894 -1.1818 -1.7890
H 0.5065 2.3652 0.2483
H -1.1431 2.5708 -0.5109
H -1.5111 -1.5640 0.9920
H -0.0196 -2.6236 1.2482
H 1.1669 1.3025 -3.3840
H -0.1918 -1.4788 2.9895
H 0.8694 -0.4274 2.2435
```

Atom charges from the Löwdin analysis, given in e for atoms 1 to 2: -0.27 -0.43

Stability summary: most stable P, least stable Q.

--- P ---
Below is the ion C4H7N2S with charge +1, with properties calculated with ωB97M-V with the def2-TZVPD basis set.

Output
- Kohn-Sham gap: 0.3630 Ha
- HOMO: -13.4 eV
- Total charge: +1

XYZ file:
```
14
C4H7N2S (ωB97M-V with the def2-TZVPD basis set)
C -0.6045 -0.1208 -2.0229
C -1.1609 0.1124 -0.7986
C 1.0345 -0.2671 -0.5551
C -0.3366 0.2360 1.5571
N 0.7224 -0.3471 -1.8324
N -0.1934 0.0324 0.1435
S 1.2914 0.0112 2.3913
H -1.0547 -0.1330 -2.9948
H -2.1840 0.3260 -0.5579
H 1.9830 -0.3862 -0.0796
H -0.6906 1.2527 1.7482
H -1.0555 -0.4840 1.9609
H 1.3900 -0.5495 -2.5675
H 0.8589 0.3169 3.6079
```

Atom charges from the Löwdin analysis, given in e for atoms 1 to 2: -0.02 -0.01

--- Q ---
Below is the ion C4H7N2S with charge +1, with properties calculated with ωB97M-V with the def2-TZVPD basis set.

Output
- Kohn-Sham gap: 0.3333 Ha
- HOMO: -12.9 eV
- Total charge: +1

XYZ file:
```
14
C4H7N2S (ωB97M-V with the def2-TZVPD basis set)
C 0.0271 1.3419 0.6062
C -0.9846 1.6958 1.4258
C -1.6952 -0.0302 -0.1543
C 0.4063 -0.4099 -1.1103
N -0.4648 0.3365 -0.2932
N 0.9731 -1.5769 -0.3362
S -2.4394 0.7995 1.0187
H 1.0741 1.6730 0.4396
H -1.1124 2.5154 2.0660
H -0.2875 -0.8981 -1.9057
H 1.3188 0.0942 -1.4777
H 1.5713 -1.2818 0.3868
H 1.5102 -2.2233 -0.8180
H 0.1031 -2.0359 0.1524
```

Atom charges from the Löwdin analysis, given in e for atoms 1 to 2: -0.11 -0.31

Stability summary: most stable P, least stable Q.